[1]
Computed, not measured: a structure of composition C54H61N8O3SSr, with ωB97M-V/def2-TZVPD.

```
128
Properties=species:S:1:pos:R:3:forces:R:3
Sr -0.583458 2.107849 0.012439 -0.9006 -0.1638 -0.2373
C 0.918594 6.141011 1.542877 0.0227 0.0195 -0.0214
C -0.498176 6.000016 2.015838 0.0265 0.0525 0.0244
C -1.311880 7.118132 2.136699 0.0167 0.0280 0.0003
C -2.633574 7.003378 2.535052 -0.0091 0.0291 0.0020
C -3.147783 5.748408 2.811642 0.0133 0.0062 0.0023
C -2.360557 4.609471 2.700113 0.0004 0.0230 -0.0127
C -2.939971 3.254848 2.979286 -0.0211 -0.0259 -0.0188
C -1.021817 4.732214 2.308895 -0.0806 0.0142 -0.0569
N -0.243446 3.581244 2.077327 0.0490 0.0126 -0.1173
C 0.827178 3.401743 2.835116 0.0913 -0.2085 0.0166
O 1.180812 4.002931 3.856678 0.0467 0.0833 0.2062
C 1.790007 2.332233 2.317558 0.3134 0.0507 0.0698
C 2.890514 1.929376 3.067666 -0.1234 -0.0133 0.0959
C 3.806076 1.071342 2.481205 0.0114 0.0168 -0.0063
C 3.634404 0.659454 1.165810 -0.0435 -0.1133 -0.0810
C 2.522794 1.119411 0.471194 0.2790 0.1394 0.0803
N 1.650162 1.922910 1.064119 -0.1121 0.0498 -0.0016
C 2.392651 0.898742 -1.036977 0.1425 -0.0224 0.5395
O 3.243687 0.141922 -1.537039 0.1453 -0.0137 -0.3568
N 1.438971 1.596921 -1.626343 0.0676 0.1503 0.0610
C 1.555312 1.772618 -3.015961 -0.1900 -0.0487 -0.1621
C 2.678713 2.422222 -3.566363 -0.0652 -0.0041 -0.0316
C 3.795530 2.921088 -2.697756 -0.0064 0.0223 0.0565
C 2.730067 2.650394 -4.933548 -0.0173 -0.0003 -0.0405
C 1.696294 2.267555 -5.772913 0.0101 -0.0036 -0.0456
C 0.580885 1.660422 -5.226012 0.0179 -0.0307 0.0135
C 0.492933 1.414542 -3.861531 0.0657 -0.0089 0.0441
C -0.758822 0.793790 -3.308892 0.1101 -0.0680 0.1103
H 1.129314 7.173045 1.261110 -0.0012 0.0189 -0.0051
H 1.100965 5.504355 0.673767 0.0202 -0.0300 -0.0223
H 1.620785 5.837181 2.320384 0.0095 0.0077 0.0166
H -0.898476 8.092596 1.901355 0.0005 0.0262 -0.0030
H -3.259505 7.882641 2.617881 -0.0178 0.0269 0.0028
H -4.182215 5.640758 3.115316 -0.0510 -0.0005 0.0140
H -3.934675 3.341654 3.417644 -0.0211 0.0085 0.0118
H -2.303685 2.689848 3.657384 0.0286 -0.0268 0.0526
H -3.036968 2.665687 2.062509 0.0125 -0.0232 -0.0282
H 3.011108 2.325695 4.065651 -0.0132 -0.0013 0.0144
H 4.680330 0.753394 3.036236 0.0255 -0.0005 0.0106
H 4.355579 0.040548 0.652199 0.0151 -0.0288 -0.0133
H 4.445646 2.104079 -2.383460 0.0263 -0.0421 0.0135
H 3.398968 3.382396 -1.791143 -0.0049 0.0059 0.0315
H 4.389772 3.665209 -3.231011 -0.0012 -0.0365 0.0066
H 3.597037 3.155817 -5.342512 0.0357 0.0208 -0.0228
H 1.753387 2.458336 -6.836744 0.0010 0.0078 -0.0333
H -0.248337 1.373311 -5.861790 -0.0492 -0.0131 -0.0426
H -1.166946 0.043451 -3.991688 0.0046 0.0663 -0.0047
H -1.524163 1.551789 -3.139232 -0.0885 0.1024 0.0320
H -0.556684 0.296030 -2.359446 0.0056 0.0997 -0.1138
C -4.504245 -0.882737 -0.500230 -0.0192 -0.0093 0.0202
C -5.167556 -0.366684 -1.604951 0.0257 -0.0087 0.0370
C -4.824913 0.887613 -2.062864 0.0140 0.0227 0.0015
C -3.831653 1.636188 -1.410090 -0.0399 0.0236 -0.0355
N -3.140709 1.085800 -0.394933 -0.0118 0.0650 -0.0548
C -3.487080 -0.121498 0.045580 0.0359 -0.0848 0.0595
C -3.526469 3.038368 -1.795970 0.0303 0.0698 0.0173
C -4.514434 3.758746 -2.483453 0.0179 -0.0066 0.0180
C -4.292102 5.071694 -2.851679 -0.0275 -0.0150 -0.0139
C -3.079381 5.664459 -2.524829 -0.0134 0.0086 0.0054
C -2.122071 4.939410 -1.831084 -0.0058 0.0240 -0.0258
C -2.287238 3.604760 -1.428451 0.0502 -0.1153 -0.0212
H -4.741532 -1.853392 -0.086192 -0.0244 -0.0202 -0.0100
H -5.943826 -0.934357 -2.103353 -0.0199 -0.0206 -0.0058
H -5.318969 1.301474 -2.928280 -0.0145 0.0012 -0.0245
H -2.902518 -0.481546 0.885005 0.0073 -0.0265 -0.0036
H -5.479484 3.319347 -2.705013 -0.0478 -0.0284 -0.0057
H -5.061362 5.629232 -3.370513 -0.0280 0.0314 -0.0184
H -2.893256 6.696572 -2.797786 0.0159 0.0563 -0.0193
H -1.200716 5.456958 -1.582359 0.0988 0.0368 0.0269
C 3.880587 -2.064635 4.412413 0.0583 -0.0905 0.0524
C 2.590819 -2.761572 4.814696 -0.0694 -0.0533 -0.0013
C 1.917615 -3.493771 3.655470 0.0245 -0.0134 -0.0549
C 1.383196 -2.574108 2.556661 0.0425 -0.0439 -0.1486
N 0.486124 -1.531240 3.033317 0.1161 0.1254 0.0908
C -0.838161 -1.398163 2.866208 0.0079 0.1177 -0.0610
S -1.557061 0.117286 3.064317 0.0838 0.2558 0.0209
N -1.637458 -2.435000 2.560959 -0.3276 0.0581 -0.0704
C -1.391917 -3.854835 2.464611 -0.0464 -0.1985 0.0785
C -1.295740 -4.350488 1.028049 0.1097 -0.0293 -0.0994
C -1.258867 -5.870627 0.937450 -0.0629 -0.0316 -0.0332
C -0.076757 -6.491115 1.672762 -0.0072 -0.0030 0.0651
H 4.338098 -1.551036 5.256908 0.0193 0.0113 0.0603
H 3.707014 -1.322921 3.641573 -0.0384 0.1392 -0.1569
H 4.604027 -2.781719 4.020264 0.0444 -0.0439 -0.0138
H 1.892201 -2.034564 5.233246 -0.0497 0.0312 0.0214
H 2.796539 -3.479132 5.612509 0.0060 -0.0208 0.0069
H 1.114740 -4.126257 4.047105 0.0114 0.0677 0.0309
H 2.637263 -4.169950 3.183716 0.0388 -0.0552 -0.0247
H 0.899429 -3.141961 1.759101 0.1377 0.1036 0.1794
H 2.209793 -2.061747 2.063788 0.0430 0.0007 0.0109
H 0.917829 -0.633861 3.226636 -0.1089 -0.1710 -0.0304
H -2.597356 -2.134138 2.445220 0.2487 -0.0760 0.0688
H -2.226422 -4.363746 2.963040 0.0270 0.0146 -0.0377
H -0.504320 -4.113832 3.035796 -0.0790 0.0247 -0.0592
H -0.397940 -3.932375 0.555390 -0.1680 -0.0675 0.0717
H -2.146339 -3.962250 0.460785 -0.0166 0.0263 0.0096
H -1.231479 -6.156864 -0.116318 0.0345 -0.0040 -0.0381
H -2.191665 -6.281312 1.336288 -0.0376 -0.0157 -0.0022
H 0.852966 -5.988648 1.408801 0.0588 0.0250 -0.0246
H 0.029734 -7.547142 1.428429 0.0113 -0.0721 -0.0076
H -0.191877 -6.419686 2.754798 -0.0163 0.0104 0.0445
C 0.898616 -3.651218 -3.900184 0.0338 -0.0334 0.0456
N 0.065487 -3.518453 -2.704906 0.0256 -0.0487 -0.0694
N 0.709592 -2.810021 -1.679270 -0.0842 0.0785 -0.0179
C -0.170801 -1.887132 -1.101857 -0.2343 -0.4065 -0.4780
O 0.050380 -1.206208 -0.120320 0.3208 0.3413 0.5050
C -1.377253 -1.994371 -1.903033 -0.0147 -0.1402 -0.1332
C -1.177126 -2.922547 -2.853908 -0.0233 0.0501 0.1009
C -2.053450 -3.295648 -3.997072 0.0229 -0.0143 0.0453
C 1.812910 -3.444614 -1.057583 0.0423 -0.0872 0.1038
C 2.880796 -2.681924 -0.611669 -0.0236 0.0744 -0.0509
C 3.946875 -3.315440 0.008322 -0.0112 -0.0249 0.0519
C 3.965428 -4.693685 0.164743 -0.0108 0.0132 -0.0101
C 2.905315 -5.450628 -0.313569 -0.0079 -0.0128 -0.0173
C 1.824551 -4.830421 -0.920558 -0.0115 0.0279 0.0375
H 1.884311 -3.994210 -3.593189 -0.0184 -0.0256 -0.0370
H 0.999556 -2.697829 -4.423283 0.0417 0.0519 -0.0285
H 0.459019 -4.400738 -4.553332 -0.0296 0.0038 -0.0497
H -2.262779 -1.404144 -1.756341 -0.0373 0.0240 0.0266
H -3.022865 -2.817675 -3.882617 -0.0295 0.0140 0.0133
H -2.193797 -4.374915 -4.059905 0.0068 -0.0315 0.0059
H -1.618897 -2.955701 -4.937857 0.0107 0.0123 -0.0577
H 2.898738 -1.613627 -0.802140 0.0192 0.0004 0.0462
H 4.780334 -2.720410 0.356296 0.0465 0.0422 0.0097
H 4.806815 -5.177312 0.641376 0.0442 -0.0288 0.0238
H 2.912043 -6.527759 -0.208467 0.0042 -0.0297 0.0076
H 0.983775 -5.406384 -1.282773 -0.0195 -0.0374 -0.0191
```
Positions in Å, forces in eV/Å.

## Properties
- HOMO-LUMO gap (eV) = 6.625
- max |F| (eV/A) = 0.9
- LUMO (hartree) = 0.07015
- total charge = -1
- highest occupied orbital energy (eV) = -4.7
- 2S+1 = 1

Atom charges from the Mulliken analysis, given in e for atoms 1 to 4: 1.235 -1.395 1.337 -0.965

---

[2]
Computed, not measured: a structure of composition C54H62As4N3O8Pd, with ωB97M-V/def2-TZVPD.

```
132
Properties=species:S:1:pos:R:3:forces:R:3
Pd -0.368442 -0.167853 0.206632 0.3364 -0.3681 0.2010
C 0.202686 1.796696 3.170885 0.1548 -0.1957 0.0448
C 1.192351 0.647730 3.329338 -0.0731 0.0284 -0.0059
As 1.898786 0.088397 1.575053 0.0832 0.3083 0.0785
C 2.955404 1.699177 1.264053 -0.0388 0.0130 -0.0299
C 2.450157 2.648371 0.380458 0.0322 -0.0872 -0.0185
C 3.095563 3.866658 0.208169 -0.0074 -0.0097 0.0054
C 4.261583 4.136763 0.909498 0.0051 -0.0265 0.0029
C 4.772889 3.192194 1.790855 -0.0032 -0.0105 -0.0010
C 4.119534 1.981653 1.974893 -0.0438 0.0147 0.0151
C 3.266582 -1.138480 2.211646 -0.0187 -0.0689 -0.0292
C 3.060603 -1.905707 3.354738 -0.0049 -0.0123 -0.0338
C 4.055650 -2.756687 3.818420 -0.0239 -0.0134 -0.0162
C 5.258056 -2.859257 3.136378 -0.0104 -0.0064 -0.0238
C 5.464456 -2.107627 1.986795 -0.0149 -0.0257 -0.0001
C 4.474749 -1.252221 1.527560 -0.0183 0.0385 0.0108
As -1.403085 1.262025 2.176278 0.1057 0.1113 0.2110
C -2.552430 0.660704 3.615046 -0.1311 -0.0152 -0.0335
C -3.916498 0.528501 3.355362 0.0276 -0.0124 0.0172
C -4.777686 0.063433 4.335299 0.0185 -0.0094 0.0010
C -4.282760 -0.274257 5.589589 -0.0040 0.0116 -0.0150
C -2.926556 -0.159903 5.849376 0.0069 -0.0368 -0.0052
C -2.060884 0.295019 4.861411 -0.0157 0.0747 0.0055
C -2.057880 3.081976 1.886035 0.0511 0.0149 -0.1109
C -1.290811 3.904045 1.059898 -0.0246 -0.0497 -0.0151
C -1.693384 5.199271 0.775702 -0.0034 -0.0092 0.0182
C -2.872169 5.693388 1.318864 0.0117 -0.0164 -0.0012
C -3.617190 4.897737 2.175285 -0.0068 0.0049 -0.0117
C -3.211310 3.599745 2.463979 -0.0223 -0.0338 -0.0273
H 0.659250 2.616043 2.612963 -0.0382 0.0338 -0.0170
H -0.109061 2.199126 4.135494 -0.0223 0.0166 -0.0007
H 0.712433 -0.213096 3.798959 0.0296 -0.0342 -0.0158
H 2.043194 0.938196 3.946993 0.0138 -0.0083 0.0228
H 1.552958 2.414657 -0.182309 0.0146 0.0207 -0.0342
H 2.689336 4.604578 -0.473394 0.0022 -0.0119 -0.0048
H 4.772972 5.080562 0.771304 -0.0099 0.0051 0.0117
H 5.679838 3.401509 2.343419 -0.0038 0.0036 -0.0010
H 4.517573 1.259763 2.677725 0.0181 -0.0076 -0.0069
H 2.127842 -1.842025 3.899916 0.0085 -0.0139 0.0205
H 3.888381 -3.337191 4.716320 -0.0022 -0.0090 -0.0102
H 6.032063 -3.522653 3.499195 0.0015 0.0070 -0.0030
H 6.401281 -2.184887 1.449436 0.0064 0.0161 0.0130
H 4.649678 -0.647691 0.647054 0.0162 -0.0193 -0.0151
H -4.302278 0.791620 2.375222 -0.0095 -0.0412 0.0159
H -5.833039 -0.046461 4.120974 -0.0066 0.0442 0.0133
H -4.955218 -0.624360 6.361545 0.0062 -0.0224 -0.0102
H -2.536561 -0.426031 6.823202 0.0020 -0.0077 -0.0043
H -1.003764 0.369002 5.081595 -0.0090 0.0262 0.0329
H -0.375658 3.524807 0.620328 0.0040 0.0276 0.0064
H -1.090134 5.820915 0.126219 0.0003 -0.0040 -0.0025
H -3.203210 6.695466 1.079812 0.0186 0.0125 0.0367
H -4.520507 5.286091 2.627842 -0.0010 -0.0032 -0.0035
H -3.798138 3.005227 3.150099 -0.0170 -0.0055 -0.0170
N -0.597843 1.553842 -0.887623 -0.2130 -0.1060 -0.4365
C -1.290990 2.029612 -1.913440 0.1076 0.2598 0.0316
C -2.574923 2.616544 -1.737766 -0.0266 -0.0414 0.1160
C -3.212131 3.198373 -2.807988 -0.0126 -0.0262 -0.0790
C -2.624235 3.196354 -4.074925 0.0517 -0.0172 0.0611
C -1.385325 2.583795 -4.272218 -0.0617 0.0196 -0.0296
C -0.717131 2.012581 -3.214783 0.0951 -0.0080 0.0409
H -3.025304 2.592837 -0.755430 0.0255 0.0418 -0.0026
H -4.178606 3.662660 -2.662918 -0.0033 -0.0017 -0.0065
H -3.124974 3.679938 -4.903157 -0.0230 -0.0351 -0.0066
H -0.942897 2.562939 -5.260164 0.0050 0.0237 0.0043
H 0.248824 1.540144 -3.334796 -0.0108 0.0009 -0.0112
C 2.952734 2.275537 -3.051380 0.0170 -0.0296 0.0113
C 3.173405 0.904920 -2.508550 0.0853 -0.0161 -0.0459
N 2.295036 0.131501 -1.911969 0.1047 0.1128 -0.1853
C 2.965184 -1.037302 -1.617277 -0.1108 0.0787 0.0155
C 4.252340 -0.968341 -2.046723 0.0075 0.0102 0.0012
N 4.375505 0.278820 -2.612808 0.0226 -0.0212 0.0241
H 2.027559 2.688253 -2.657341 0.0230 -0.0095 0.0328
H 2.888398 2.258784 -4.141706 -0.0101 0.0169 0.0021
H 3.771440 2.938922 -2.769802 -0.0184 0.0153 0.0009
H 2.485198 -1.851047 -1.095227 0.0050 0.0571 0.0407
H 5.068108 -1.668224 -1.995648 0.0203 0.0371 0.0054
H 5.211564 0.668611 -3.013378 -0.0138 0.0045 0.0010
C -1.389286 -4.270689 1.366275 -0.0218 0.0196 -0.0413
C -1.684345 -2.795282 1.073596 0.0464 -0.0282 0.0893
C -2.762918 -2.276792 2.010219 0.0118 0.0221 -0.0696
C -0.380974 -2.005042 1.159001 -0.1055 0.1183 -0.0876
H -2.284435 -4.875216 1.203929 0.0031 -0.0093 0.0400
H -1.076897 -4.394148 2.406772 -0.0076 -0.0045 -0.0053
H -0.594834 -4.655900 0.727293 0.0107 -0.0106 0.0073
H -2.084407 -2.742663 0.054524 0.0333 -0.0012 -0.0284
H -2.422302 -2.306934 3.049599 -0.0199 0.0036 -0.0024
H -3.664977 -2.888247 1.931879 0.0025 -0.0096 0.0243
H -3.024919 -1.250023 1.769286 -0.0226 -0.0290 -0.0150
H 0.429245 -2.566748 0.688998 0.0374 0.0285 0.0121
H -0.109085 -1.852380 2.208107 -0.0549 -0.0019 0.0390
C -5.802489 -0.826776 -0.379872 0.0160 -0.0107 0.0607
O -4.817469 -1.348853 -1.282586 0.0970 0.0145 -0.0737
C -3.568700 -0.865553 -1.187297 0.0730 0.2588 -0.2324
O -3.226452 -0.041684 -0.365220 -0.0354 -0.0413 -0.1168
C -2.690950 -1.434589 -2.231884 -0.0087 -0.3179 0.1332
C -3.242485 -2.344678 -3.199018 -0.0064 -0.0281 0.1316
As -3.478081 -4.112599 -2.395325 0.1532 0.1775 -0.1061
C -3.710999 -5.254422 -3.961391 0.0030 -0.0172 -0.1059
C -1.524711 -4.347343 -2.201810 0.0037 -0.1732 0.0665
C -0.569796 -3.439746 -2.022193 0.2846 0.0228 -0.0954
As -0.726549 -1.461915 -2.021233 -0.8912 -0.2847 0.3301
C -0.251025 -1.213533 -3.900835 0.1257 0.1183 -0.0040
C 0.857152 -3.898673 -1.871513 -0.0395 0.1213 0.0530
O 1.305599 -4.474322 -0.916236 -0.0223 -0.0045 -0.0009
O 1.580153 -3.522237 -2.932732 -0.0044 -0.0675 -0.0168
C 2.938460 -3.988970 -2.940575 0.0122 -0.0584 -0.0349
C -1.229711 -5.822415 -2.180892 -0.0249 0.1171 0.0435
O -1.958994 -6.605143 -1.628294 -0.0361 -0.0120 0.0213
O -0.148082 -6.163710 -2.878597 -0.0277 0.0305 -0.0977
C 0.127545 -7.576315 -2.919609 0.0243 0.0032 0.0639
C -3.677387 -1.941020 -4.529240 -0.0632 0.0347 0.0856
O -4.230793 -2.650221 -5.337359 0.0126 -0.0170 0.0141
O -3.393311 -0.637653 -4.763334 -0.0576 0.0439 0.0344
C -3.849036 -0.141393 -6.028740 0.0065 0.0100 -0.0223
H -6.404478 -0.089801 -0.908221 0.0061 0.0227 -0.0024
H -5.328953 -0.370939 0.485559 0.0040 -0.0329 -0.0035
H -6.422239 -1.665478 -0.076819 -0.0101 -0.0110 -0.0244
H -4.677323 -5.020665 -4.399582 0.0019 0.0013 0.0022
H -3.706414 -6.285601 -3.613821 0.0182 0.0065 0.0322
H -2.939156 -5.094091 -4.710294 0.0048 0.0029 0.0075
H 0.792460 -0.914753 -3.966552 -0.0007 0.0028 0.0353
H -0.903489 -0.452401 -4.319967 0.0126 0.0270 0.0069
H -0.399794 -2.159182 -4.415945 -0.0135 -0.0045 -0.0007
H 3.439074 -3.434695 -3.727454 -0.0119 -0.0014 -0.0029
H 2.950904 -5.056327 -3.155266 -0.0146 -0.0119 0.0109
H 3.412387 -3.811977 -1.977960 0.0009 -0.0107 -0.0123
H 0.959319 -7.691806 -3.605876 0.0077 0.0005 -0.0028
H -0.746754 -8.116821 -3.274029 -0.0034 -0.0020 -0.0196
H 0.391839 -7.932528 -1.926313 0.0094 0.0097 0.0102
H -3.687824 0.932299 -5.997886 0.0243 -0.0086 0.0032
H -4.903916 -0.365131 -6.170560 -0.0146 -0.0007 0.0184
H -3.282333 -0.591083 -6.842602 0.0148 -0.0125 0.0021
```
Positions in Å, forces in eV/Å.

## Properties
- HOMO-LUMO gap (spin up / spin down) (eV) = 7.188 / 5.660
- max |F| (eV/A) = 1.0
- LUMO (spin up / spin down) (hartree) = -0.08413 / -0.14286
- total charge = +1
- highest occupied orbital energy (spin up / spin down) (eV) = -9.5 / -9.5
- 2S+1 = 5

Atom charges from the Mulliken analysis, given in e for atoms 1 to 4: 1.223 -2.268 -0.961 2.228

---

What is the formula in the first record?
C54H61N8O3SSr

---

Which value of total charge does entry 2 give?
+1